No. 1
The following is a quantum chemistry calculation of C41H31ClDyN5O7P as an isolated structure in a non-equilibrium geometry, from the OMol25 dataset.

As for the LUMO energy (spin up / spin down): 2.49 / 2.49 eV. The multiplicity is 6. Its total energy is -110703.459 eV. The HOMO-LUMO gap (spin up / spin down) is 0.267 / 0.266 hartree. The HOMO energy (spin up / spin down) comes out at -4.772 / -4.754 eV. The expectation value of S² is 9.33. As for the total charge: -1.

Last column: Löwdin spin population.
Atoms and positions in Å:
Dy1 0.22962 0.24848 -0.46875  5.07
O1 2.19682 -3.66486 3.27076  0.00
C1 1.37534 -2.87683 3.98292  0.00
C2 1.30464 -3.09620 5.36074  0.00
C3 0.49017 -2.31377 6.15685  0.00
C4 -0.27705 -1.29319 5.59920  0.00
C5 -0.21889 -1.08239 4.23270  0.00
C6 0.59577 -1.85448 3.40490  0.00
C7 0.59963 -1.53660 1.94762  0.00
O2 -0.16861 -0.59664 1.53430  -0.01
N1 1.42629 -2.24262 1.20410  0.00
N2 1.45326 -1.84043 -0.13397  -0.01
C8 2.34516 -2.39951 -0.85366  0.00
C9 2.58805 -2.09726 -2.26041  0.00
C10 3.62094 -2.79720 -2.89696  0.00
C11 3.98900 -2.53562 -4.19892  0.00
C12 3.31168 -1.51887 -4.88482  0.00
C13 2.28108 -0.82421 -4.29158  0.00
C14 1.86389 -1.10124 -2.96915  0.00
O3 0.86811 -0.46164 -2.44496  -0.01
H1 2.13619 -3.34320 2.32091  0.00
H2 1.90781 -3.89148 5.78031  0.00
H3 0.45445 -2.49908 7.22424  0.00
H4 -0.90943 -0.67431 6.22220  0.00
H5 -0.80853 -0.30536 3.76164  0.00
H6 2.99401 -3.14105 -0.38301  0.00
H7 4.14489 -3.56139 -2.33028  0.00
H8 4.79151 -3.08649 -4.67066  0.00
H9 3.61035 -1.26426 -5.89598  0.00
H10 1.76167 -0.02918 -4.81238  0.00
Cl1 -2.07688 1.91544 1.98204  0.00
C15 -1.17536 2.91991 3.06142  0.00
C16 -1.65864 3.12204 4.34396  0.00
C17 -0.93959 3.92156 5.21836  0.00
C18 0.24481 4.50871 4.79866  0.00
C19 0.70290 4.30717 3.50307  0.00
C20 0.00265 3.50944 2.59918  0.00
P1 0.52712 3.12664 0.85807  0.00
C21 2.16800 3.96596 0.86191  0.00
C22 3.17693 3.41000 1.65081  0.00
C23 4.44452 3.97056 1.68523  0.00
C24 4.72548 5.10147 0.92857  0.00
C25 3.73015 5.66518 0.14394  0.00
C26 2.45935 5.10194 0.11169  0.00
C27 -0.50165 4.35532 -0.05126  0.00
C28 -1.32257 5.28673 0.57594  0.00
C29 -2.13124 6.13975 -0.16838  0.00
C30 -2.11581 6.08072 -1.55305  0.00
C31 -1.28605 5.16541 -2.19071  0.00
C32 -0.49516 4.30416 -1.44712  0.00
H11 -2.58389 2.64951 4.64598  0.00
H12 -1.30531 4.08114 6.22539  0.00
H13 0.81556 5.12833 5.47882  0.00
H14 1.62254 4.78331 3.18940  0.00
H15 2.96870 2.52355 2.24037  0.00
H16 5.21749 3.51090 2.28826  0.00
H17 5.71788 5.53495 0.94473  0.00
H18 3.94030 6.54573 -0.45106  0.00
H19 1.69346 5.55409 -0.50450  0.00
H20 -1.34386 5.35308 1.65640  0.00
H21 -2.77657 6.84512 0.34085  0.00
H22 -2.75898 6.73075 -2.13353  0.00
H23 -1.26885 5.10599 -3.27162  0.00
H24 0.12236 3.57465 -1.95664  0.00
O4 -1.53407 1.40042 -1.06409  -0.01
C33 -2.80359 1.32398 -1.34604  0.00
C34 -3.63129 2.45678 -1.21131  0.00
C35 -4.97139 2.41732 -1.54050  0.00
C36 -5.55564 1.24164 -2.01420  0.00
C37 -4.76143 0.11535 -2.13191  0.00
C38 -3.40448 0.13070 -1.79997  0.00
C39 -2.61266 -1.10486 -1.91090  0.00
N3 -1.55717 -1.45663 -1.20144  -0.01
C40 -1.21881 -2.72907 -1.61932  0.00
C41 -2.06955 -3.14579 -2.58766  0.00
N4 -2.95427 -2.10167 -2.76437  0.00
H25 -3.17250 3.36710 -0.84327  0.00
H26 -5.57278 3.31280 -1.42787  0.00
H27 -6.60617 1.20425 -2.26917  0.00
H28 -5.21611 -0.81509 -2.45744  0.00
H29 -0.38448 -3.25519 -1.19080  0.00
H30 -2.12216 -4.05363 -3.16095  0.00
H31 -3.68104 -2.04232 -3.45411  0.00
O5 1.68389 1.81610 -1.39037  -0.01
N5 2.62949 1.32114 -0.67764  0.00
O6 3.78514 1.43498 -0.95803  0.00
O7 2.23497 0.67658 0.37679  -0.01

No. 2
The following is a quantum chemistry calculation of an isolated ion of composition C8H16N3O2 and charge +1 in a non-equilibrium geometry, from the OMol25 dataset.

As for the LUMO energy (spin up / spin down): -4.90 / -4.89 eV. Its total energy is -17108.034 eV. The HOMO-LUMO gap (spin up / spin down) is 0.244 / 0.250 hartree. The HOMO energy (spin up / spin down) comes out at -11.530 / -11.697 eV. The energy relative to the best compared isomer or geometry (same formula, charge and spin) comes out at 612.29 kJ/mol. As for the total charge: +1.

Last column: Mulliken charge in e.
Atoms and positions in Å:
C1 2.92050 1.27780 0.84348  -0.04
C2 -0.72000 -0.80360 -0.47714  0.36
C3 1.61632 -0.36336 -0.12896  0.24
C4 -2.83608 -0.63578 0.77643  -1.74
C5 -0.98528 0.89374 1.24386  -1.61
C6 -2.26502 1.19217 -0.89953  -1.77
C7 0.45761 -0.23033 -1.27759  -0.83
C8 -1.73768 0.13516 0.09879  1.61
N1 1.75874 0.72772 0.67246  -0.24
N2 3.89461 -0.14185 -0.69681  -0.49
N3 1.87433 -1.72537 0.15971  -0.29
O1 -1.01200 -2.03078 -0.24991  -0.38
O2 3.97036 0.95378 0.13956  -0.16
H1 3.02153 2.22649 1.33785  0.43
H2 -3.68267 0.18652 0.88451  0.35
H3 -3.23432 -1.30244 0.08738  0.52
H4 -2.72695 -1.17909 1.79797  0.29
H5 0.03125 1.10785 0.93303  0.66
H6 -1.06423 0.38319 2.16661  0.40
H7 -1.50964 1.85438 1.26777  0.45
H8 -2.77407 1.90935 -0.41533  0.55
H9 -1.50290 1.66280 -1.52899  0.38
H10 -2.93361 0.74614 -1.54499  0.51
H11 0.19024 0.83428 -1.50345  0.16
H12 0.73530 -0.90208 -2.05707  0.45
H13 4.29538 0.28533 -1.59688  0.21
H14 2.22485 -2.43322 -0.48528  0.28
H15 -0.38343 -2.76557 -0.57511  0.45
H16 2.37687 -1.86324 1.02765  0.25

No. 3
The following is a quantum chemistry calculation of C28H29NOP2Pr as an isolated structure in a non-equilibrium geometry, from the OMol25 dataset.

As for the LUMO energy (spin up / spin down): -3.88 / -3.90 eV. The multiplicity is 3. Its total energy is -65681.373 eV. The HOMO-LUMO gap (spin up / spin down) is 0.203 / 0.202 hartree. The HOMO energy (spin up / spin down) comes out at -9.395 / -9.386 eV. The expectation value of S² is 2.01. As for the total charge: +1.

Last column: Löwdin spin population.
Atoms and positions in Å:
C1 -2.45451 2.68684 -3.11741  0.00
C2 -2.07695 1.55444 -2.41618  0.00
C3 -0.68173 1.35881 -2.22446  0.00
C4 0.29287 2.23480 -2.70573  0.00
C5 -0.14115 3.32537 -3.42818  0.00
C6 -1.49794 3.57312 -3.62641  0.00
C7 1.71871 1.90842 -2.37982  0.00
C8 2.00916 0.43789 -2.44017  0.00
C9 1.00964 -0.40818 -1.96172  0.00
C10 1.15151 -1.82107 -1.88844  0.00
C11 2.36487 -2.35076 -2.30707  0.00
C12 3.38074 -1.52256 -2.80211  0.00
C13 3.18749 -0.14243 -2.87137  0.00
H1 -3.51612 2.86662 -3.27276  0.00
H2 0.60906 3.99711 -3.83594  0.00
H3 -1.82532 4.45011 -4.18310  0.00
H4 2.39034 2.45431 -3.05369  0.00
H5 2.50061 -3.42959 -2.26395  0.00
H6 4.31732 -1.96824 -3.13582  0.00
H7 3.96806 0.50219 -3.27263  0.00
N1 -0.22957 0.14314 -1.75542  -0.01
Pr1 -0.54660 0.16469 0.45158  2.01
C14 -3.09845 0.55853 -1.90502  0.00
H8 -2.87039 -0.46349 -2.26021  0.00
H9 -4.10972 0.83600 -2.23011  0.00
C15 -0.01131 -2.70544 -1.46738  0.00
H10 -0.89263 -2.48483 -2.09441  0.00
H11 0.25792 -3.76686 -1.55864  0.00
P1 -3.20055 0.50488 -0.07400  0.00
P2 -0.58185 -2.63035 0.25200  -0.01
C16 0.63446 -3.27409 1.37355  0.00
H12 0.26990 -3.19082 2.40127  0.00
H13 0.72140 -4.31539 1.05180  0.00
H14 1.57585 -2.72825 1.27333  0.00
C17 -2.14162 -3.47411 0.40071  0.00
H15 -1.84204 -4.51989 0.30627  0.00
H16 -2.59322 -3.26738 1.37199  0.00
H17 -2.81349 -3.16728 -0.40284  0.00
C18 -3.51248 2.18395 0.46425  0.00
H18 -4.38614 2.51868 -0.09573  0.00
H19 -3.71809 2.17828 1.53977  0.00
H20 -2.66318 2.85119 0.26942  0.00
C19 -4.51360 -0.54528 0.44726  0.00
H21 -4.45804 -0.68894 1.52860  0.00
H22 -5.42079 -0.01365 0.16888  0.00
H23 -4.44802 -1.51363 -0.05061  0.00
C20 -1.19048 -0.39031 2.60914  0.02
O1 -1.38769 -0.47929 3.71814  0.02
H24 1.93759 2.25785 -1.34611  0.00
C21 1.62673 0.41031 0.69554  -0.01
C22 2.33082 0.44577 1.70398  -0.01
C23 2.81746 0.63363 3.00918  0.00
C24 2.43790 1.81542 3.67363  0.00
C25 2.72984 1.96219 5.03217  0.00
C26 3.39702 0.93804 5.71889  0.00
C27 3.76862 -0.24212 5.05148  0.00
C28 3.47788 -0.40145 3.68870  0.00
H25 1.88899 2.58879 3.14149  0.00
H26 2.43328 2.86656 5.54666  0.00
H27 3.61652 1.05444 6.77723  0.00
H28 4.27228 -1.03236 5.58776  0.00
H29 3.72885 -1.32427 3.17277  0.00

No. 4
The following is a quantum chemistry calculation of a 2-piece molecular cluster, C7H8F2OS overall in a non-equilibrium geometry, from the OMol25 dataset.

As for the LUMO energy (spin up / spin down): -1.08 / -1.16 eV. Its total energy is -25698.305 eV. The HOMO-LUMO gap (spin up / spin down) is 0.279 / 0.275 hartree. The HOMO energy (spin up / spin down) comes out at -8.688 / -8.640 eV. The energy relative to the best compared isomer or geometry (same formula, charge and spin) comes out at 79.21 kJ/mol. The SMILES is C=S(=O)=C=C/C=C/F.C=CF.

Last column: Mulliken charge in e.
Atoms and positions in Å:
C1 -2.60993 0.93088 1.80093  -0.74
S1 -1.01537 0.84676 1.25594  0.64
O1 -0.08226 0.60653 2.36022  -0.58
C2 -1.08114 -0.38978 -0.01540  -0.15
C3 -0.69678 -0.32957 -1.30448  -0.04
C4 -0.32574 0.86669 -1.95664  -0.39
C5 0.50570 1.14247 -3.04646  -0.04
F1 0.73458 2.38826 -3.33555  -0.22
H1 -3.18758 1.53275 1.10391  0.31
H2 -2.69046 1.10519 2.91310  0.32
H3 -0.83174 -1.31740 -1.91263  0.28
H4 -0.55613 1.80277 -1.44927  0.31
H5 0.87212 0.36030 -3.84153  0.30
C6 2.07946 0.36198 0.48450  -0.81
C7 2.05392 -0.93609 0.37759  0.18
F2 1.86882 -1.41376 -0.87619  -0.23
H6 2.01580 0.99484 -0.44074  0.24
H7 2.14563 0.84790 1.45322  0.33
H8 2.21580 -1.76094 1.11706  0.30

No. 5
The following is a quantum chemistry calculation of a 2-piece molecular cluster, C3H4OS3 overall in a non-equilibrium geometry, from the OMol25 dataset.

As for the LUMO energy: -0.26 eV. Its total energy is -37726.063 eV. The HOMO-LUMO gap is 0.306 hartree. The HOMO energy comes out at -8.574 eV. The energy relative to the best compared isomer or geometry (same formula, charge and spin) comes out at 256.55 kJ/mol.

Last column: Mulliken charge in e.
Atoms and positions in Å:
C1 2.17576 -0.32352 -0.02436  0.80
C2 -0.36009 -0.52711 0.14529  -0.12
C3 -1.03437 0.61042 -0.54992  -0.62
O1 2.35362 -1.45834 -0.06490  -0.35
S1 2.22114 1.21156 -0.03021  -0.40
S2 -1.24822 -1.91565 0.07681  -0.15
S3 -1.45918 1.54979 1.07954  -0.13
H1 -1.95757 0.28600 -1.00458  0.43
H2 -0.40316 1.22644 -1.24186  0.23
H3 -0.11676 -2.57596 0.37864  0.16
H4 -0.17116 1.91636 1.23556  0.14